{"formula": "C48H102BN11", "method": "wB97M-V/def2-TZVPD", "total_energy_ev": -68434.8252, "e_homo_ev": -21.21, "lumo_ev": -11.334, "charge": 6, "symbols": ["C", "H", "H", "H", "H", "H", "H", "N", "H", "C", "C", "H", "H", "H", "C", "H", "H", "C", "H", "H", "N", "B", "N", "H", "C", "C", "H", "H", "H", "H", "H", "H", "C", "C", "H", "N", "H", "C", "H", "H", "H", "C", "H", "C", "C", "H", "H", "C", "C", "N", "C", "H", "N", "H", "C", "H", "H", "H", "H", "H", "C", "H", "C", "H", "H", "C", "H", "C", "H", "H", "N", "C", "H", "H", "H", "H", "H", "H", "C", "H", "H", "H", "H", "N", "C", "H", "H", "C", "H", "H", "H", "H", "H", "H", "H", "H", "H", "H", "C", "H", "C", "H", "N", "C", "H", "N", "H", "H", "C", "N", "H", "H", "C", "C", "C", "C", "C", "H", "H", "H", "H", "H", "H", "H", "H", "C", "C", "H", "C", "H", "H", "H", "H", "H", "H", "H", "H", "H", "H", "H", "H", "C", "C", "H", "H", "H", "C", "C", "C", "C", "C", "H", "C", "H", "H", "H", "H", "C", "H", "C", "H", "C"], "xyz": [[-1.67868, -6.58873, -4.72209], [7.32567, -1.76008, 5.69219], [-1.03176, -3.85488, -6.63938], [3.00934, -1.34162, 3.41672], [-2.46276, 1.80766, -1.69514], [5.37201, 1.64685, -1.52073], [-6.42591, -0.32334, -6.36964], [4.67586, -0.21044, 5.58886], [-0.19565, 1.20983, -0.71391], [3.49018, -1.73824, -0.39148], [6.29906, -2.09618, 5.83794], [3.70015, 3.32837, -1.05674], [-2.25626, -7.17798, -5.43325], [5.18155, -5.14336, 0.90110], [-6.58958, -0.73386, 3.80687], [-2.38239, 3.74898, 1.30379], [-5.66682, 1.94039, -0.68714], [1.04586, 4.60307, -1.78619], [0.30670, -6.53383, -3.74568], [0.22922, 5.28727, 0.67595], [4.04851, -2.66138, 0.46721], [-0.96098, 0.47786, -0.32681], [-4.40485, 1.50068, -4.31041], [-7.18205, 2.61261, 3.80733], [3.61251, 2.84158, -2.02883], [1.57173, 3.99721, 5.42888], [-1.81833, -2.35738, -3.20244], [0.01707, 4.27545, -1.65261], [-1.12367, 3.51946, 6.05748], [5.76036, 3.11245, -2.38928], [5.79003, -2.62398, 1.52608], [-3.65181, -4.95344, -6.07027], [1.12121, 5.07975, -4.12769], [-1.29787, 3.82604, 1.36022], [-1.41196, -4.65335, -3.07999], [-4.40534, 2.33844, -2.24401], [4.40685, -2.11778, 4.81418], [0.35479, 3.92793, 3.20272], [-4.13087, 2.77486, -0.21350], [-6.22240, 2.23576, -3.35765], [0.78362, -8.93176, -3.78835], [-5.97140, -0.20626, -5.38417], [2.36916, 4.30849, 4.75629], [-5.49189, -1.29783, 3.16565], [0.76922, 2.76947, -3.41966], [6.81646, -4.65724, 0.46956], [-5.31174, -2.27691, 2.75098], [-2.34710, -0.46259, 3.06627], [-0.84710, 5.16954, 0.78697], [-1.74543, -5.12871, -5.09806], [-1.68865, -2.85905, -4.16139], [-2.25346, -1.39417, 3.62708], [1.60088, 4.04634, -3.08895], [-0.29513, 2.98869, -3.41284], [-1.01952, -4.92480, -6.43274], [0.55192, -0.71500, 4.48991], [3.49381, 4.76119, -3.25771], [0.82245, -0.64725, 2.77751], [0.00876, -5.24791, -6.29182], [-3.67018, -4.98183, -4.27190], [-3.41644, -0.38851, 2.00606], [-0.11537, -2.23148, 0.89778], [5.25351, -1.43951, 4.89614], [5.74162, -1.15160, 3.96657], [3.09854, 3.28771, -4.17903], [-3.16964, -4.60077, -5.16152], [6.42024, 0.87834, 5.31371], [-0.85796, 3.52723, 5.01213], [-1.79191, 1.12195, 0.07769], [2.21371, 6.49656, -1.94145], [-6.42320, 0.64341, 3.84587], [2.97053, -3.25012, 1.07567], [-0.82515, 3.01636, 0.80344], [1.36280, -1.13654, -0.79276], [-5.64780, 1.82775, -5.98177], [-8.34774, 1.34688, 4.09380], [-6.75657, -0.12315, -4.63607], [-0.66576, -8.62591, -2.91771], [-0.22518, -8.54232, -3.91434], [0.37259, -7.17716, -5.33838], [-3.34742, 0.47447, 1.34444], [1.61369, 4.07589, -1.01807], [5.38126, 0.39822, 7.49561], [-0.91474, 3.67357, 2.76429], [-0.27159, -7.12626, -4.45827], [-2.64905, 0.19356, 3.88521], [1.04842, 1.99709, -2.70669], [0.61028, 6.30741, -3.31835], [6.02832, -2.45195, -0.18379], [-7.24731, 1.76008, 5.42677], [1.68589, 3.09280, 6.01999], [-1.36880, -0.16433, 2.69466], [2.72527, 0.79567, 5.65081], [1.35788, 4.87934, 6.03245], [-0.80877, -9.23912, -4.51685], [-2.38321, 0.75231, -4.34192], [-0.92800, -2.24190, -4.64395], [-5.52253, 3.59900, -0.96783], [5.76155, -4.48092, 0.25905], [0.15356, -3.84427, 0.11336], [-1.62767, 3.33240, 3.87027], [6.75074, -1.54234, 7.80113], [1.80742, -2.70926, 0.61553], [1.18868, 6.12693, -1.90356], [2.91775, 2.01824, -1.85441], [-4.66732, -0.26635, 2.76078], [0.88698, 7.27387, -3.73835], [1.20635, 4.15841, 2.58362], [-1.09583, -4.23716, -4.03747], [0.39339, 3.83093, 4.56222], [-2.93445, -2.60190, -5.96239], [3.26841, 0.28261, 3.16874], [-4.92014, 2.68999, -0.95623], [5.35797, 1.04225, 5.14402], [-3.15524, 1.81369, -2.53182], [3.10000, 3.74765, -3.19173], [-5.27669, 0.86166, 3.12684], [-0.47610, -0.05719, 0.53662], [5.15423, 1.73810, -3.23499], [5.07332, 1.11722, 4.09584], [5.42303, -2.62801, 7.66308], [-1.29969, 6.03107, 1.27869], [-2.66863, 3.05634, 3.81895], [-3.56033, -1.20246, 1.29559], [1.80697, 5.32647, -4.93765], [1.16679, -0.23725, 3.72651], [2.11654, -1.68183, -0.24584], [-0.47987, 6.32344, -3.34012], [2.72097, -0.38018, 3.84360], [-5.39294, -1.13006, -5.35074], [-2.20339, -6.63616, -3.76543], [-4.29867, 0.87516, -6.29359], [-7.45085, -1.22135, 4.23689], [4.17135, -1.20877, -1.04000], [0.43874, -3.74662, 1.83414], [5.63082, -4.72206, -0.79476], [2.65931, -0.98014, 5.81615], [-3.86569, -2.68463, -4.43266], [-4.85996, 1.82882, 2.89172], [-1.48812, -5.41208, -7.28578], [6.27920, -3.16768, 5.64197], [0.44525, -3.16552, 0.91432], [5.85312, -1.73326, 7.21367], [-0.01476, -4.28309, -4.14610], [0.25082, 4.70285, -4.66272], [4.94603, 1.86874, 5.71954], [-5.05569, 1.03413, -5.52509], [-5.14455, 2.18350, -3.40279], [-7.34200, 1.68140, 4.34591], [4.96466, -0.51489, 7.07176], [3.13303, -0.14860, 5.29389], [1.07012, 2.44994, -4.41699], [5.45852, -3.00700, 0.56193], [0.91847, 0.82500, 3.76886], [-1.24693, 5.27463, -0.22329], [-1.36265, -0.16706, -1.15587], [0.67193, 6.66107, -1.10909], [-2.99069, -3.04596, -4.96946], [2.93872, -4.11000, 1.72738], [-3.08029, 1.38334, -3.81547], [4.05445, -0.68581, 7.64687], [5.02614, 2.30998, -2.31472]], "forces_ev_per_a": [[0.2, -0.1, 1.2], [-0.1, 0.2, -0.5], [0.1, 0.0, 0.0], [0.0, -0.4, 0.7], [0.3, -0.2, -0.5], [-0.1, 0.1, 0.2], [-0.4, 0.3, 0.1], [-1.1, -1.2, 0.4], [1.9, 1.7, -1.1], [0.1, 0.8, 0.0], [-0.1, 0.3, -1.4], [-0.3, 0.6, -0.2], [0.2, 0.1, -0.2], [0.0, -0.2, -0.1], [0.8, -0.4, 0.0], [0.1, -0.2, 0.1], [0.4, -0.3, 0.4], [1.8, -0.1, 0.5], [-0.4, 0.4, 0.0], [0.0, -0.1, 0.4], [-3.7, -0.4, -0.2], [0.1, 0.1, 0.1], [-0.5, 2.0, 1.8], [0.3, 0.0, 0.2], [0.5, 0.1, -0.7], [-0.7, 1.1, -0.7], [-0.3, -0.4, 0.2], [-0.1, 0.2, -0.5], [0.0, -0.2, -0.1], [-0.1, 0.1, 0.1], [0.2, -0.5, 0.1], [0.0, 0.2, 0.0], [-0.8, 1.1, -0.1], [0.3, 0.3, -0.5], [0.3, -0.3, 0.0], [0.2, -0.9, -3.9], [0.2, -0.1, -0.4], [-0.8, -0.2, 1.1], [0.0, -0.1, -0.2], [0.0, 0.4, -0.6], [0.1, 0.2, -0.4], [0.9, 0.1, -1.0], [0.4, -0.5, 0.4], [-1.0, 0.7, 0.0], [1.5, 0.3, 0.1], [0.0, 0.0, 0.1], [-0.1, -0.2, 0.6], [0.8, 0.1, 0.5], [-0.7, 0.3, -0.4], [0.6, 0.3, -0.9], [0.4, 0.5, -0.7], [-0.1, -0.4, -0.6], [-3.0, -0.8, -1.1], [0.1, 0.1, 0.2], [-0.1, 0.8, 0.6], [0.5, -0.2, 0.3], [0.8, -0.3, 0.1], [0.1, 0.2, -0.1], [-0.1, -0.1, -0.2], [-0.1, -0.3, -0.2], [-0.8, 0.2, 0.1], [-0.6, -0.4, 0.3], [0.9, -0.3, 0.5], [-0.6, 0.0, -0.3], [0.8, -0.2, 0.1], [1.0, 0.8, 0.8], [0.0, 0.4, -0.2], [-0.7, -0.6, -1.6], [-2.1, 1.4, 1.0], [0.2, -0.4, 0.4], [2.3, -1.0, -2.2], [-0.3, 0.2, -0.8], [-0.3, -0.2, 0.0], [0.0, 0.1, 0.2], [0.0, 0.3, 0.5], [0.0, 0.0, 0.2], [0.2, -0.1, 0.1], [-0.1, 0.2, 0.1], [-1.0, -0.7, 0.7], [-0.4, 0.4, -0.4], [0.3, 0.2, 0.3], [0.0, 0.3, 0.2], [0.2, -0.1, -0.1], [2.7, 0.2, 1.4], [1.1, -0.3, -0.4], [0.2, 0.5, -0.2], [-0.3, 0.0, 0.1], [0.2, 0.4, -0.1], [-0.5, 0.4, 0.0], [0.1, 0.2, -0.1], [0.4, 0.2, -0.1], [-0.1, 0.0, -0.1], [0.3, 0.0, 0.2], [0.2, -0.3, 0.4], [0.2, 0.0, -0.2], [0.2, 0.4, 0.0], [-0.4, 0.2, -0.5], [0.5, 0.3, -0.3], [0.1, 0.3, 0.7], [-0.2, 0.2, 0.0], [-0.8, 0.6, 1.4], [-0.2, 0.3, 0.2], [2.1, -0.1, 0.7], [-0.4, -0.7, -0.7], [0.0, -0.1, -0.3], [-2.6, 0.2, 0.2], [0.3, -0.2, -0.2], [-0.1, 0.1, 0.0], [-0.3, -1.1, 0.4], [-0.4, 0.0, -1.7], [-0.1, 0.3, 0.2], [-0.5, 0.5, 0.0], [-1.3, 0.2, 0.6], [-0.7, -0.8, 0.0], [0.4, 0.9, 1.4], [-1.4, 0.3, 0.9], [-0.2, 0.8, 0.9], [1.0, -1.5, 1.9], [-0.4, 0.0, -0.1], [0.5, 0.4, -0.1], [-0.7, 0.5, 0.3], [0.3, -0.1, 0.5], [0.0, 0.2, 0.0], [0.4, -0.4, 0.4], [0.7, -0.2, 0.6], [0.8, 0.5, -0.3], [1.5, -1.1, -0.6], [0.0, -0.2, 0.3], [-0.3, 0.1, -0.4], [0.0, 0.0, 0.8], [-0.2, -0.1, 0.0], [0.2, -0.3, 0.2], [0.0, 0.0, 0.0], [-0.3, 0.3, 0.0], [-0.1, 0.4, 0.2], [-0.3, 0.1, 0.1], [0.3, 0.2, 0.6], [0.0, 0.2, -0.2], [-0.2, 0.1, 0.2], [-0.2, -0.4, 0.4], [0.1, 0.0, 0.1], [0.6, 0.1, -0.4], [0.8, -0.6, 0.6], [-0.1, -0.1, 0.1], [0.2, -0.5, 0.2], [0.3, 0.1, 0.0], [-0.4, -0.6, -1.5], [1.4, -1.6, 1.8], [-0.5, -0.6, -0.2], [-0.6, 0.7, 1.2], [0.8, -1.0, -0.2], [0.0, 0.0, 0.0], [1.0, -0.4, -0.3], [-0.2, 0.0, -0.2], [0.0, -0.3, -0.1], [-0.8, -1.7, -1.8], [-0.1, 0.0, -0.2], [-0.3, -1.0, -0.5], [0.4, 0.1, 0.1], [-2.3, -0.9, -0.1], [-0.3, 0.2, -0.5], [0.4, -0.2, -0.3]], "mulliken_charge": [-0.609, 0.354, 0.435, -0.022, 0.060, 0.381, 0.380, 0.460, -0.650, -0.469, -0.671, 0.275, 0.521, 0.377, -0.481, 0.030, 0.418, -0.583, 0.220, 0.357, 0.380, 2.187, 0.240, 0.335, 0.074, -0.957, 0.076, 0.037, 0.493, 0.401, 0.113, 0.480, -0.391, 0.711, 0.336, 0.269, 0.400, -0.365, -0.075, 0.429, 0.396, -0.689, 0.324, -0.262, -1.489, 0.411, 0.440, -0.389, -1.506, 0.167, -0.481, 0.435, 0.513, 0.698, -0.912, 0.454, 0.531, -0.131, 0.365, 0.391, 0.058, 0.135, -0.539, 0.219, 0.373, -0.891, 0.422, -0.848, -0.950, 0.395, 0.153, -0.506, -0.270, 0.477, 0.375, 0.373, 0.366, 0.368, -1.550, 0.285, -0.593, 0.301, 0.401, 0.473, -0.107, 0.449, 0.159, -0.810, 0.321, 0.323, 0.375, -0.279, 0.418, 0.412, 0.378, 0.587, 0.301, 0.412, -1.177, 0.350, -0.011, 0.315, 0.328, -0.589, 0.096, 0.319, 0.384, 0.394, -0.689, 0.136, 0.339, 0.294, -0.680, -0.950, 0.295, -0.596, -0.294, -0.751, 0.379, 0.347, 0.328, 0.428, 0.486, 0.302, 0.418, -0.680, -0.530, 0.341, 0.314, 0.013, 0.306, 0.393, 0.471, 0.575, 0.300, 0.327, 0.445, 0.273, 0.320, 0.328, 0.385, -0.677, -0.657, 0.497, 0.195, 0.345, -0.729, -0.258, -0.816, -0.446, -1.159, 0.468, -0.237, 0.059, 0.525, -0.621, 0.476, -0.315, 0.438, -0.766, 0.291, -1.585]}